Entry from the Open Molecules 2025 dataset: C57H75BiN3O7P2S as an isolated structure (wB97M-V/def2-TZVPD).

```
146
Properties=species:S:1:pos:R:3:mulliken_charge:R:1
Bi -1.459 0.531 0.392 3.822
C -3.450 4.194 2.117 -1.846
C -3.067 2.754 2.424 1.951
C -3.070 2.488 3.921 -1.897
O -1.739 2.511 1.899 -0.078
C -4.041 1.809 1.707 -0.130
O -5.226 1.925 1.884 -0.586
O -3.520 0.912 0.890 -0.390
H -2.745 4.873 2.595 0.413
H -4.453 4.388 2.493 0.417
H -3.455 4.396 1.044 0.333
H -2.494 3.258 4.437 0.513
H -2.637 1.509 4.143 0.264
H -4.093 2.499 4.293 0.427
H -1.133 2.248 2.611 -0.422
C 1.320 3.373 3.777 -1.845
C 1.524 3.086 2.290 0.584
C 2.738 3.836 1.746 -1.323
C 1.647 1.587 1.985 1.247
C 2.833 0.912 2.682 -0.743
O 2.218 -0.033 3.583 -0.373
C 0.901 -0.017 3.363 -0.146
N 0.470 0.806 2.478 0.763
C 0.172 -0.955 4.260 0.042
C 0.843 -1.245 5.454 -0.850
C 0.329 -2.134 6.378 -0.814
C -0.862 -2.788 6.109 -1.005
C -1.532 -2.517 4.931 -0.566
C -1.056 -1.586 4.004 0.466
P -2.099 -1.443 2.501 1.580
C -3.783 -1.187 3.128 0.562
C -4.053 -0.740 4.419 -1.058
C -5.363 -0.525 4.826 -0.790
C -6.411 -0.758 3.951 -0.905
C -6.151 -1.198 2.660 -0.764
C -4.848 -1.400 2.248 -0.580
C -2.068 -3.176 1.922 0.781
C -3.174 -4.019 1.942 -0.614
C -3.058 -5.329 1.490 -0.874
C -1.839 -5.805 1.030 -0.868
C -0.727 -4.971 1.027 -0.689
C -0.842 -3.664 1.468 -0.212
H 1.045 4.418 3.927 0.474
H 2.236 3.200 4.345 0.390
H 0.536 2.755 4.225 0.230
H 0.652 3.453 1.742 -0.088
H 3.661 3.525 2.241 0.337
H 2.626 4.908 1.916 0.550
H 2.859 3.679 0.674 0.012
H 1.718 1.457 0.898 -0.648
H 3.435 1.594 3.280 0.594
H 3.479 0.356 2.007 0.193
H 1.789 -0.764 5.651 0.585
H 0.870 -2.330 7.294 0.440
H -1.266 -3.510 6.805 0.465
H -2.453 -3.046 4.721 0.533
H -3.249 -0.559 5.120 0.464
H -5.560 -0.177 5.831 0.473
H -7.431 -0.589 4.270 0.442
H -6.965 -1.363 1.968 0.450
H -4.656 -1.722 1.232 0.480
H -4.129 -3.671 2.310 0.558
H -3.923 -5.978 1.511 0.474
H -1.749 -6.827 0.686 0.444
H 0.230 -5.349 0.686 0.414
H 0.034 -3.020 1.474 -0.105
N -2.324 2.411 -1.035 -0.852
C -1.627 2.829 -2.228 0.457
C -2.073 2.409 -3.469 -0.605
C -1.324 2.719 -4.595 -0.451
C -0.143 3.434 -4.466 -0.617
C 0.241 3.930 -3.228 -0.197
C -0.492 3.613 -2.097 -0.753
S 1.008 3.538 -5.844 1.222
O 0.181 3.426 -7.025 -0.743
O 1.705 4.789 -5.645 -0.720
O 1.829 2.353 -5.575 -0.545
H -3.299 2.204 -1.230 0.363
H -2.308 3.152 -0.340 0.068
H -2.988 1.829 -3.557 0.375
H -1.627 2.398 -5.583 0.600
H 1.132 4.542 -3.168 0.613
H -0.186 3.969 -1.117 0.315
C 5.569 2.694 -2.087 -0.960
C 4.264 3.459 -1.909 -0.983
C 3.053 2.521 -2.071 0.557
C 3.407 1.045 -1.833 -0.364
C 4.392 0.914 -0.672 1.310
C 5.717 1.651 -0.976 -1.266
P 1.839 0.077 -1.642 1.561
C 1.207 0.089 -3.377 1.180
C 2.094 -0.548 -4.474 -1.161
C 1.558 -1.905 -4.925 -0.794
C 0.153 -1.785 -5.539 -1.240
C -0.650 -0.654 -4.878 -1.102
C -0.209 -0.487 -3.428 0.637
C 2.377 -1.683 -1.312 0.366
C 3.659 -2.180 -2.030 -1.009
C 4.465 -3.171 -1.183 -0.991
C 3.522 -4.134 -0.475 -0.981
C 2.701 -3.382 0.584 0.282
C 2.474 -1.908 0.207 0.460
H 6.421 3.374 -2.068 0.583
H 5.577 2.217 -3.070 0.279
H 4.187 4.269 -2.635 0.572
H 4.268 3.923 -0.915 0.232
H 2.654 2.628 -3.080 -0.160
H 2.256 2.814 -1.377 -0.776
H 3.891 0.664 -2.736 1.035
H 4.609 -0.134 -0.458 -0.163
H 3.928 1.329 0.231 -1.295
H 6.489 0.926 -1.244 0.386
H 6.065 2.149 -0.068 0.434
H 1.128 1.158 -3.608 -0.682
H 3.127 -0.650 -4.144 0.673
H 2.124 0.142 -5.320 0.552
H 1.529 -2.596 -4.075 0.069
H 2.244 -2.347 -5.649 0.673
H -0.376 -2.735 -5.421 0.309
H 0.227 -1.601 -6.611 0.478
H -1.723 -0.856 -4.944 0.448
H -0.470 0.288 -5.402 0.243
H -0.238 -1.470 -2.941 -0.298
H -0.892 0.172 -2.880 -0.239
H 1.531 -2.287 -1.669 0.321
H 4.302 -1.350 -2.315 -0.123
H 3.370 -2.671 -2.960 0.560
H 5.067 -2.639 -0.438 0.248
H 5.169 -3.705 -1.822 0.629
H 4.064 -4.960 -0.013 0.580
H 2.855 -4.577 -1.222 0.352
H 3.215 -3.423 1.547 0.591
H 1.740 -3.891 0.726 -0.964
H 3.294 -1.305 0.603 -0.169
H 1.568 -1.523 0.695 -0.657
C -3.875 -3.038 -2.458 -0.788
C -2.591 -3.240 -1.980 -1.181
C -2.005 -2.242 -1.227 0.287
N -2.639 -1.105 -0.925 1.458
C -3.888 -0.913 -1.376 -0.796
C -4.532 -1.853 -2.154 -1.042
H -4.360 -3.793 -3.062 0.513
H -2.041 -4.146 -2.191 0.656
H -0.993 -2.349 -0.856 0.279
H -4.375 0.003 -1.072 0.314
H -5.534 -1.656 -2.509 0.585
```

net charge	+1
electronic energy	-4203.3262	Ha
lowest unoccupied orbital energy	-3.4	eV
HOMO-LUMO gap	6.175	eV
energy above the lowest of the compared OMol25 structures with the same formula, charge and spin	0.0	kcal/mol